15
Properties=species:S:1:pos:R:3:forces:R:3 method="wB97M-V/def2-TZVPD" spin_multiplicity=1
S 3.0323 -0.8887 0.1466 -1.974 -1.067 -1.255
N 2.6431 0.6825 -0.2224 -1.005 1.432 1.651
C 1.4299 1.1045 -0.1716 0.253 0.380 -1.904
C -0.0303 0.5997 -0.5162 -0.413 -0.738 3.557
C -0.8471 0.3085 0.8578 -0.079 0.033 -1.153
C -1.5005 -0.9528 0.2114 -0.742 0.990 -1.995
N -0.4581 -0.7316 -0.9292 -1.368 -2.067 2.245
H 1.6820 -1.2011 -0.0947 1.331 -1.078 0.440
H 1.3994 2.1845 0.0394 -0.340 -0.091 -0.529
H -0.5634 1.4692 -0.8226 -0.140 0.618 -1.491
H -0.1933 0.0802 1.6186 1.495 -0.513 1.877
H -1.4599 1.1551 1.1613 -0.346 -0.352 0.020
H -1.6531 -2.0621 0.5210 1.009 2.084 0.280
H -2.5796 -0.6216 -0.0701 1.639 -0.592 -0.090
H -0.9012 -1.1264 -1.7293 0.682 0.963 -1.652



15
Properties=species:S:1:pos:R:3:forces:R:3 method="wB97M-V/def2-TZVPD" smiles="C[C@H]1CN1NC=S" spin_multiplicity=1
C -1.3672 0.1880 0.9789 -0.747 1.447 1.760
C -0.9652 0.7091 -0.3316 -7.454 -1.293 -0.629
C 0.1075 1.5073 -0.3704 9.040 6.876 -0.705
N 0.2900 0.2161 -0.8971 -1.513 -2.070 -3.289
N 0.9494 -0.7053 -0.1094 2.012 -1.833 3.439
C 1.4055 -1.9653 -0.6200 -1.653 3.827 -2.459
S 2.5898 -3.0245 -0.2910 -0.614 0.341 0.847
H -0.4788 0.3018 1.5588 0.226 0.479 1.167
H -2.2012 0.7278 1.4856 0.745 0.092 -0.601
H -1.5845 -0.8052 1.1701 -0.699 -2.398 -0.756
H -1.8819 1.1917 -1.0432 2.506 -2.205 1.522
H 1.1290 1.5885 0.3565 -3.560 0.674 -0.854
H 0.0535 2.4044 -1.1788 0.712 -2.139 1.905
H 1.0579 -0.4244 0.9323 0.311 -0.961 -2.414
H 0.8961 -1.9099 -1.6408 0.689 -0.839 1.067



15
Properties=species:S:1:pos:R:3:forces:R:3 method="wB97M-V/def2-TZVPD" smiles="C#[N+][S-].C/C=N/C" spin_multiplicity=1
C -1.3312 -1.1828 0.7897 -3.746 1.163 -2.035
N -2.1646 -0.7439 0.0642 4.792 -3.182 5.163
S -2.9961 -0.0502 -0.9645 -2.858 2.184 -3.415
H -0.9006 -1.6179 1.6284 0.598 -0.432 0.875
C 0.9649 -1.5035 -0.5573 3.035 1.727 -1.078
C 0.4518 -0.0903 -0.4985 1.964 1.604 0.435
N 0.7287 0.5631 0.5665 -0.199 1.206 -0.996
C 0.4728 2.0174 0.4875 -0.376 0.398 3.357
H 1.8686 -1.5057 -1.3434 -2.340 -0.307 1.150
H 0.1125 -2.0903 -0.7980 0.061 -1.480 -0.299
H 1.5435 -1.6436 0.3943 -1.206 -0.456 -0.619
H 0.0607 0.4842 -1.3814 0.023 -0.981 0.486
H 1.3977 2.6152 0.5280 -0.049 -0.578 -0.010
H -0.0804 2.3521 -0.3430 -0.782 0.098 -1.401
H -0.1283 2.3962 1.4273 1.083 -0.964 -1.613



What orbital gap values result from the calculations? In sequence: 0.3290; 0.3358; 0.3344 Ha.